No. 1
Below is an isolated ion of composition C21H32N3O4 and charge +1, with properties calculated with ωB97M-V/def2-TZVPD.

The geometry in XYZ format:
```
60
Properties=species:S:1:pos:R:3:forces:R:3
C -0.71502 -4.13633 1.40873 0.26 0.18 -0.31
C -0.32365 -3.76285 -0.01357 -0.66 -0.20 0.09
H -0.13861 -4.65685 -0.61185 -0.02 0.15 0.02
H -1.10802 -3.16329 -0.48757 0.15 -0.14 0.00
O 0.90768 -3.03826 -0.03788 0.25 0.17 0.08
C 0.87593 -1.71474 0.09699 0.07 0.00 -0.18
O -0.17878 -1.08484 0.19843 0.07 -0.26 0.10
C 2.17127 -1.07888 0.06802 0.40 0.10 0.04
C 3.41153 -1.54922 -0.35591 -0.45 -0.13 0.09
N 4.30684 -0.52853 -0.35549 -0.17 -0.26 0.04
C 3.68979 0.63374 0.04626 -0.76 0.39 0.30
C 4.14483 1.94263 0.14950 0.09 -0.11 -0.08
C 3.24236 2.92020 0.52320 -0.19 0.16 0.12
C 1.92610 2.59424 0.86267 -0.10 -0.17 -0.06
C 1.49094 1.28458 0.83131 0.14 0.31 0.07
C 2.35219 0.31191 0.35422 0.27 0.00 -0.11
H 0.51291 1.01152 1.18272 -0.11 0.06 -0.01
O 1.01004 3.58507 1.21588 0.40 -0.26 0.27
C 0.28230 4.08657 0.12122 -0.22 -0.07 -0.44
H -0.32861 4.89898 0.52717 0.00 0.00 -0.09
H 0.95258 4.49226 -0.64904 -0.12 -0.03 0.07
C -0.62439 3.02608 -0.54702 0.10 -0.21 0.52
O -1.28076 3.54012 -1.67441 -0.14 0.30 -0.32
H -1.58467 4.44053 -1.50854 0.01 -0.01 0.01
C -1.61392 2.45141 0.48857 0.54 0.68 -0.08
N -2.03615 1.06147 0.19863 0.32 -0.11 0.06
C -2.75389 0.94902 -1.09324 -0.34 -0.46 -0.82
C -3.09678 -0.52602 -1.35094 0.09 0.13 0.01
N -3.89866 -1.11208 -0.30434 -0.02 -0.23 -0.05
C -5.30330 -0.76399 -0.33597 0.01 0.01 0.00
H -5.82204 -1.34780 0.42163 -0.09 0.02 0.02
H -5.51630 0.29894 -0.15945 -0.06 0.06 0.01
H -5.70710 -1.03730 -1.30856 -0.09 0.02 -0.03
C -3.25070 -0.93989 0.97203 0.10 0.07 0.10
C -2.89396 0.52446 1.28261 -0.44 -0.67 0.47
H -2.35487 0.58138 2.22899 0.07 0.12 -0.08
H -3.79465 1.13865 1.35070 0.14 0.11 -0.07
H -3.89381 -1.33011 1.76101 0.05 0.05 0.05
H -2.32441 -1.51964 0.95877 -0.06 0.02 0.13
H -3.62172 -0.61498 -2.30210 0.07 0.06 -0.02
H -2.16299 -1.09260 -1.41814 -0.01 0.05 -0.11
H -2.12876 1.34506 -1.89261 0.00 0.04 0.15
H -3.66310 1.55160 -1.03479 0.13 0.10 0.10
H -1.20558 0.42254 0.14177 -0.15 0.32 0.04
H -2.50993 3.07881 0.51364 0.02 -0.14 0.01
H -1.13961 2.48222 1.47267 -0.14 -0.18 -0.04
H 0.01252 2.21558 -0.92334 -0.10 0.13 0.08
H 3.55129 3.95201 0.57645 0.05 0.13 0.02
H 5.16509 2.21132 -0.07408 0.10 0.05 -0.04
C 5.68339 -0.64906 -0.75116 0.42 -0.11 -0.23
H 6.15113 -1.49349 -0.24383 0.01 0.08 -0.01
H 6.21635 0.25864 -0.48058 -0.01 -0.05 0.01
H 5.76824 -0.79864 -1.83023 0.03 0.04 0.06
C 3.81397 -2.90614 -0.79009 0.04 -0.10 -0.06
H 2.94984 -3.55969 -0.82565 0.08 0.00 -0.02
H 4.53716 -3.32665 -0.09060 0.06 -0.06 0.02
H 4.28287 -2.87184 -1.77308 0.04 -0.04 -0.05
H -1.64888 -4.68996 1.39383 -0.11 -0.08 0.03
H 0.05686 -4.75441 1.85929 0.02 -0.07 0.07
H -0.84234 -3.24347 2.01714 -0.05 0.06 0.06
```
Forces are in eV/Å.

Results
**Total charge**: +1
**HOMO**: -10.85 eV
**LUMO**: -1.893 eV
**Structure (SMILES)**: CCOC(=O)c1c(C)n(C)c2ccc(OC[C@H](O)C[NH+]3CCN(C)CC3)cc12
**Orbital gap**: 0.32934 Eh
**M**: 390.5 g/mol



No. 2
Below is a single C21H32N4O3 molecule, with properties calculated with ωB97M-V/def2-TZVPD.

The geometry in XYZ format:
```
60
Properties=species:S:1:pos:R:3:forces:R:3
C -7.30625 0.09322 0.74866 0.00 0.00 0.00
C -5.83576 0.48853 0.71289 0.00 0.00 0.00
C -4.91992 -0.58611 1.28558 0.00 0.00 0.00
C -3.44761 -0.20771 1.21492 0.01 -0.02 -0.05
C -2.52242 -1.25648 1.82665 -0.01 0.03 0.04
C -1.07914 -0.85279 1.76677 0.00 -0.03 0.06
C -0.07235 -1.66965 1.48810 0.00 0.02 -0.07
C 1.36638 -1.24469 1.51013 0.01 0.00 0.02
C 2.20605 -1.97551 0.47339 0.00 -0.01 0.00
O 1.71810 -2.84910 -0.23553 0.00 0.01 0.00
N 3.51942 -1.63080 0.38205 0.00 0.00 0.00
C 4.40835 -2.39553 -0.49239 0.00 0.00 0.00
C 5.23737 -1.49329 -1.40054 0.00 0.00 0.00
C 4.37172 -0.53809 -2.17648 0.01 0.00 0.00
C 4.79429 0.88544 -2.40112 0.02 0.00 0.01
C 3.67056 0.59010 -1.45580 -0.03 0.01 0.00
C 2.29147 0.94540 -1.95808 0.01 -0.01 -0.02
O 2.00100 2.04104 -2.39996 0.00 0.00 0.01
N 1.35645 -0.03371 -1.81922 0.00 0.01 0.01
C -0.03030 0.25581 -2.07109 0.00 0.00 -0.01
C -0.59380 1.26964 -1.12393 -0.01 -0.01 0.00
N -1.73070 1.87332 -1.22033 0.01 0.02 -0.01
C -1.74599 2.64690 -0.08139 -0.01 -0.03 0.00
C -2.87559 3.54086 0.27482 -0.01 0.00 0.00
N -0.68900 2.52259 0.66212 0.01 0.01 -0.01
O 0.09360 1.59531 -0.03545 0.00 0.00 0.01
C 3.81180 0.83804 0.05083 0.01 0.00 0.00
C 4.05773 -0.40258 0.94057 0.00 0.00 0.01
H -7.94403 0.87719 0.33896 0.00 0.00 0.00
H -7.47929 -0.81508 0.16793 0.00 0.00 0.00
H -7.63299 -0.10245 1.77208 0.00 0.00 0.00
H -5.53519 0.70329 -0.31768 0.00 0.00 0.00
H -5.69171 1.41700 1.27563 0.00 0.00 0.00
H -5.19880 -0.78338 2.32696 0.00 0.00 0.00
H -5.08075 -1.52470 0.74346 0.00 0.00 0.00
H -3.16680 -0.03626 0.17035 0.00 0.00 0.00
H -3.29107 0.74543 1.73373 0.00 0.00 0.00
H -2.80979 -1.39975 2.87525 0.00 0.00 0.00
H -2.65906 -2.22280 1.33295 0.00 0.00 0.00
H -0.86770 0.18969 1.99951 0.00 0.00 0.00
H -0.26233 -2.70933 1.24374 0.00 0.00 0.01
H 1.43851 -0.16458 1.36863 0.00 0.00 0.00
H 1.81031 -1.46167 2.48933 0.00 0.00 0.00
H 5.06874 -3.01647 0.12188 0.00 0.01 0.00
H 3.78131 -3.06112 -1.08116 0.00 0.00 0.00
H 5.97354 -0.93209 -0.81991 0.00 0.00 0.00
H 5.81169 -2.12331 -2.08336 0.00 0.00 0.00
H 3.79837 -0.99592 -2.97649 0.00 0.00 0.00
H 5.73334 1.19551 -1.95877 0.00 0.00 0.00
H 4.54738 1.36898 -3.33576 -0.01 0.00 0.00
H 1.61254 -0.95985 -1.51573 0.00 0.00 -0.01
H -0.18190 0.64082 -3.08036 0.00 0.00 0.00
H -0.60296 -0.66575 -1.96584 0.00 0.00 0.00
H -2.68658 4.02709 1.22872 0.00 0.00 0.00
H -3.00769 4.29707 -0.49840 0.00 0.00 0.00
H -3.79672 2.96077 0.33614 0.00 0.00 0.00
H 4.60798 1.56227 0.23413 0.00 0.00 0.00
H 2.89210 1.32546 0.38294 0.00 0.00 0.00
H 3.63929 -0.22643 1.93006 0.00 0.00 0.00
H 5.12483 -0.55977 1.09486 0.00 0.00 0.00
```
Forces are in eV/Å.

Results
**Total charge**: 0
**HOMO**: -9.24 eV
**LUMO**: 0.766 eV
**Structure (SMILES)**: CCCCC/C=C/CC(=O)N1CC[C@@H]2C[C@]2(C(=O)NCc2nc(C)no2)CC1
**Orbital gap**: 0.36785 Eh
**M**: 388.5 g/mol



No. 3
Below is a single C21H32N4O3 molecule, with properties calculated with ωB97M-V/def2-TZVPD.

The geometry in XYZ format:
```
60
Properties=species:S:1:pos:R:3:forces:R:3
C -7.75769 0.34521 0.79004 -0.09 0.00 0.00
C -6.32921 0.77333 0.49531 -0.04 0.10 -0.13
C -5.30682 0.03043 1.33571 -0.03 -0.09 0.09
C -3.87792 0.44638 1.04076 0.01 0.09 -0.14
C -2.85665 -0.30519 1.87387 0.15 -0.02 0.02
C -1.43775 0.11105 1.57081 -0.32 0.12 -0.15
C -0.37677 -0.39835 2.16491 0.10 -0.12 0.20
C 1.02639 0.03316 1.90001 0.02 0.21 -0.12
C 1.91681 -1.17204 1.67604 0.25 -0.09 0.42
O 1.43299 -2.28483 1.52048 -0.02 -0.04 -0.13
N 3.26483 -0.96654 1.75278 -0.31 -0.24 -0.34
C 4.15279 -2.11813 1.72835 0.25 -0.01 0.31
C 5.16727 -2.07733 0.59718 0.19 -0.01 0.08
C 4.58953 -1.79736 -0.76154 0.24 -0.27 -0.08
C 5.27436 -0.82834 -1.67519 0.33 0.02 -0.20
C 3.95410 -0.47187 -1.09739 -0.01 -0.17 0.22
C 2.80970 -0.51545 -2.07003 -0.18 0.24 0.21
O 2.89015 -0.10692 -3.21167 -0.08 -0.10 -0.09
N 1.63410 -0.96008 -1.54297 0.17 -0.14 -0.05
C 0.42443 -0.85311 -2.30089 -0.09 -0.22 -0.03
C -0.09001 0.54372 -2.33731 -0.48 0.52 -0.42
N -1.09174 1.00539 -3.00918 -0.30 0.57 0.04
C -1.09140 2.36166 -2.66309 0.38 -0.97 -0.02
C -2.06353 3.34763 -3.17679 -0.35 -0.08 -0.13
N -0.13872 2.68463 -1.84546 0.03 -0.27 0.04
O 0.53121 1.46869 -1.63049 0.38 0.40 0.54
C 3.83696 0.65171 -0.07823 -0.07 0.48 -0.10
C 3.85194 0.31029 1.41898 -0.01 0.30 0.36
H -8.47415 0.89312 0.17616 0.00 -0.02 0.01
H -7.89461 -0.72020 0.59218 0.00 0.01 0.01
H -8.01035 0.52423 1.83751 0.00 -0.01 -0.01
H -6.10939 0.60996 -0.56586 0.00 0.02 0.04
H -6.22483 1.84991 0.66947 0.01 -0.03 -0.02
H -5.52305 0.19672 2.39873 0.01 -0.03 -0.04
H -5.41330 -1.04820 1.16397 0.00 0.04 0.03
H -3.66331 0.28077 -0.02244 -0.01 0.03 0.02
H -3.76604 1.52393 1.21290 0.00 -0.04 -0.01
H -3.06606 -0.14471 2.93707 0.00 -0.03 -0.03
H -2.96309 -1.38031 1.69424 -0.01 0.02 0.04
H -1.30276 0.88596 0.81443 0.00 -0.02 0.03
H -0.50122 -1.18230 2.90856 0.00 0.05 -0.03
H 1.06212 0.69215 1.02483 0.00 0.01 0.07
H 1.42027 0.60358 2.75107 -0.03 -0.05 -0.10
H 4.69622 -2.14744 2.68398 -0.06 -0.05 -0.11
H 3.53946 -3.00843 1.67356 -0.14 -0.07 -0.06
H 5.94918 -1.34653 0.82231 -0.03 0.01 -0.02
H 5.66347 -3.05059 0.57281 0.09 0.05 0.00
H 4.18086 -2.66984 -1.25192 -0.26 -0.03 -0.05
H 6.13975 -0.30206 -1.29797 0.06 0.03 0.12
H 5.31129 -1.03179 -2.73281 -0.05 -0.06 -0.12
H 1.59124 -1.35851 -0.61948 0.09 -0.11 0.00
H 0.58861 -1.16554 -3.33161 0.00 -0.03 -0.03
H -0.33062 -1.50566 -1.86280 -0.04 0.05 -0.02
H -2.01324 4.27063 -2.60779 0.07 0.04 0.01
H -1.86948 3.55527 -4.22886 0.01 0.01 0.00
H -3.07085 2.93328 -3.10259 0.06 0.05 -0.01
H 4.62754 1.38331 -0.26507 -0.04 0.02 0.02
H 2.90321 1.17987 -0.28973 0.01 -0.01 0.01
H 3.32137 1.10229 1.95439 0.09 -0.04 -0.06
H 4.86237 0.31942 1.82574 0.07 -0.05 -0.07
```
Forces are in eV/Å.

Results
**Total charge**: 0
**HOMO**: -9.37 eV
**LUMO**: 0.778 eV
**Structure (SMILES)**: CCCCC/C=C/CC(=O)N1CC[C@@H]2C[C@]2(C(=O)NCc2nc(C)no2)CC1
**Orbital gap**: 0.37306 Eh
**M**: 388.5 g/mol



No. 4
Below is C21H32N5O6PPtS2Te as an isolated structure, with properties calculated with ωB97M-V/def2-TZVPD.

The geometry in XYZ format:
```
69
Properties=species:S:1:pos:R:3:forces:R:3
Pt 0.31516 -0.55035 -0.05437 -3.09 1.02 2.91
C -1.62245 -4.40559 1.41697 -0.08 0.25 0.25
C -1.20067 -3.15629 0.71388 0.07 -0.05 0.27
N -0.77074 -2.10916 1.31202 0.59 0.98 -1.00
O -0.60502 -2.16179 2.66086 -0.40 0.30 -0.21
C -1.23081 -3.06477 -0.72617 -0.04 -0.45 0.06
C -1.99555 -4.00327 -1.60701 0.16 0.34 -0.11
N -0.49805 -2.13777 -1.26224 1.89 0.69 -0.94
O -0.35659 -1.93744 -2.47218 -0.36 -0.28 -0.19
H -1.31720 -4.36110 2.45855 0.05 -0.07 -0.02
H -1.17529 -5.27686 0.94192 0.03 0.02 -0.03
H -2.70888 -4.50490 1.37112 -0.01 -0.03 -0.03
H -0.26509 -1.28051 2.88622 0.10 -0.12 0.18
H -2.58805 -4.70099 -1.02410 0.01 -0.02 0.03
H -1.31046 -4.55004 -2.25825 -0.02 -0.03 0.00
H -2.65386 -3.42167 -2.25442 -0.03 -0.05 -0.04
C -1.71701 5.36397 0.98778 -0.07 -0.13 0.07
C -2.68386 4.25992 1.40820 -0.01 0.26 -0.21
N -1.99158 3.08580 1.93791 -0.01 -0.29 -0.35
C -1.90857 2.91935 3.38255 0.28 -0.02 0.30
C -0.66430 3.54887 4.00552 -0.12 -0.01 -0.15
C -1.43883 2.20772 1.08372 0.02 -0.29 0.76
S -0.48005 0.94432 1.78159 0.99 0.19 -0.47
N -1.62398 2.43613 -0.20189 0.26 0.21 -0.88
C -1.51820 1.58256 -1.20971 -0.26 1.17 0.74
O -1.41639 0.32036 -1.13829 1.58 -1.52 0.40
C -1.67909 2.18793 -2.55471 -0.21 -0.28 -0.13
C -2.28265 3.43581 -2.70252 0.02 0.01 -0.02
C -2.49491 3.95496 -3.96677 0.03 0.02 0.01
C -2.09811 3.23640 -5.08698 0.00 -0.01 0.01
C -1.48621 1.99976 -4.94272 0.04 0.00 -0.06
C -1.28409 1.46809 -3.68029 0.03 -0.09 0.10
H -2.27386 6.20960 0.58533 0.00 0.03 -0.02
H -1.04279 4.98859 0.22052 0.03 0.04 -0.04
H -1.12884 5.71284 1.83497 0.03 0.03 0.00
H -3.27533 3.94866 0.54818 -0.08 0.03 0.12
H -3.35759 4.62647 2.18265 -0.01 -0.11 0.00
H -1.91478 1.85092 3.60345 -0.15 0.07 0.03
H -2.80593 3.36198 3.81564 -0.04 -0.08 -0.06
H 0.23037 3.13108 3.54885 0.07 0.03 0.03
H -0.64242 3.33325 5.07277 0.01 0.00 0.03
H -0.65992 4.62948 3.87198 0.02 0.03 0.02
H -2.59464 3.97907 -1.82311 -0.01 0.01 0.03
H -2.97697 4.91632 -4.08233 0.00 0.02 0.00
H -2.27597 3.64103 -6.07391 0.02 0.01 -0.04
H -1.17348 1.44626 -5.81772 0.01 -0.02 0.00
H -0.82276 0.49717 -3.54847 -0.02 -0.03 0.00
C 4.94137 0.05198 1.42361 -0.05 -0.21 -0.02
C 4.87015 -1.35495 0.85852 0.09 0.12 -0.08
O 4.14000 -2.25140 1.72626 -0.21 0.62 -0.37
P 2.54015 -2.29091 1.68165 0.80 -2.34 1.31
O 1.93168 -0.89763 1.66429 -1.53 0.47 -1.95
Te 2.09305 -3.77106 3.49696 -0.01 0.29 -0.26
O 2.15205 -2.95524 0.26611 -0.04 0.56 -0.11
C 2.65493 -4.26468 -0.04645 0.12 -0.43 -0.08
C 2.48581 -4.54931 -1.52494 -0.08 0.33 0.23
H 5.51213 0.67915 0.73885 0.05 0.06 0.01
H 5.42990 0.04611 2.39717 0.02 0.04 0.02
H 3.94091 0.46556 1.53067 0.02 0.07 0.01
H 5.86785 -1.79065 0.78772 -0.08 0.00 -0.08
H 4.40802 -1.35325 -0.13107 0.10 -0.06 0.00
H 2.11030 -4.99391 0.56239 0.09 0.10 0.03
H 3.71161 -4.30794 0.22921 -0.06 -0.03 0.05
H 1.43449 -4.51526 -1.80716 -0.09 -0.03 -0.04
H 2.88234 -5.54005 -1.74465 0.00 -0.02 -0.02
H 3.01386 -3.80401 -2.11316 0.06 0.02 -0.11
S 1.74395 1.11066 -1.13340 -1.37 -1.16 0.91
C 2.49413 -0.23000 -1.76382 1.02 -0.09 -0.87
N 3.10762 -1.08539 -2.24373 -0.14 -0.07 0.07
```
Forces are in eV/Å.

Results
**Total charge**: 0
**HOMO (alpha / beta)**: -6.65 / -6.66 eV
**LUMO (alpha / beta)**: -2.998 / -2.994 eV
**Orbital gap (alpha / beta)**: 0.13437 / 0.13461 Eh
**M**: 868.3 g/mol